[1]
10
Properties=species:S:1:pos:R:3:forces:R:3:mulliken_charge:R:1 method="wB97M-V/def2-TZVPD" energy_ha=-1104.93206 multiplicity=1 charge=-1 largest_force_ev_per_a=3.51
C 1.107749 -0.691751 -0.197222 -0.218 2.021 -2.460 0.007
O 2.536821 1.600756 -0.788108 0.351 -3.221 1.347 -0.655
O 2.435997 0.613201 1.476665 0.552 -0.657 -1.930 -0.658
O 3.789883 -0.539626 -0.292346 -0.341 0.062 -0.104 -0.616
F 1.095081 -1.913830 -0.761413 0.544 0.237 -0.156 -0.199
P 0.343448 -0.699850 1.408145 -0.975 -1.406 0.786 -0.138
S 2.656540 0.313736 0.006496 -0.398 3.423 0.451 1.104
H 0.330298 0.579092 -1.624975 0.747 -1.656 1.764 0.120
H -0.148272 0.554320 1.412063 -0.240 1.499 0.158 0.035
H -0.906553 -1.136338 0.853914 -0.023 -0.302 0.145 -0.001


[2]
28
Properties=species:S:1:pos:R:3:forces:R:3:mulliken_charge:R:1 method="wB97M-V/def2-TZVPD" energy_ha=-915.20118 multiplicity=1 charge=+1 largest_force_ev_per_a=3.16
C -2.465610 -0.681399 3.224724 0.812 0.475 -1.301 -0.410
C -1.087395 0.012483 1.115288 0.428 0.403 -0.651 0.151
C -1.513458 -2.550454 4.027519 0.832 -0.372 -0.713 -0.143
C -1.507984 -0.718718 2.271858 -0.311 -0.798 0.819 0.036
C -1.087078 -3.256157 1.639141 -1.557 -2.076 -1.807 0.741
C 2.082044 1.601508 0.776550 -0.123 0.107 -0.150 -1.216
C -0.702741 -1.520184 -2.125665 -0.033 0.200 -0.108 -1.149
C 1.093171 1.465095 -0.372736 0.166 -0.443 0.198 -0.524
C -0.286584 -0.088343 -1.816421 0.190 -0.395 0.278 -0.536
C 0.618727 0.009050 -0.572127 0.221 1.024 -1.139 -0.364
N -2.408036 -1.687357 4.158778 -0.855 -0.363 1.345 -0.364
N -0.038971 -0.479385 0.590858 -0.565 -0.551 0.691 -0.139
O -1.551029 -4.069037 0.995400 0.669 1.104 0.859 -0.139
P -0.293754 -2.088474 2.587581 0.118 1.542 1.723 -0.058
H -3.246294 0.054394 3.330995 -0.033 0.134 -0.067 0.449
H -1.641102 0.888455 0.783403 0.054 0.098 -0.141 0.479
H -1.371157 -3.376991 4.701833 0.053 -0.232 0.150 0.433
H 1.632335 1.302770 1.722136 0.031 0.026 0.116 0.269
H 2.960745 0.985351 0.603668 0.111 -0.071 0.014 0.316
H 2.406285 2.634739 0.859799 0.076 0.070 0.125 0.397
H -1.272074 -1.543545 -3.051930 -0.075 -0.131 -0.012 0.406
H -1.325492 -1.934040 -1.332964 -0.083 -0.070 0.018 0.190
H 0.169041 -2.159048 -2.249701 0.073 -0.087 -0.018 0.321
H 1.565956 1.791834 -1.299091 -0.090 0.022 -0.051 0.438
H 0.223710 2.101193 -0.195940 -0.063 0.054 -0.107 0.310
H -1.172615 0.532051 -1.666686 0.017 0.126 -0.015 0.288
H 0.266146 0.316665 -2.663361 0.002 0.095 0.008 0.453
H 1.495471 -0.632982 -0.716335 -0.067 0.106 -0.065 0.366


[3]
47
Properties=species:S:1:pos:R:3:forces:R:3:mulliken_charge:R:1 method="wB97M-V/def2-TZVPD" energy_ha=-1464.09910 multiplicity=1 largest_force_ev_per_a=1.19
C 3.357716 -1.271549 0.712985 -0.345 -0.080 -0.091 -1.048
C 2.185934 -2.110899 0.178249 0.357 0.001 -0.218 -0.327
C 1.667103 -1.585777 -1.174736 -0.259 -0.184 0.090 -0.556
C 0.137374 -1.616335 -1.308526 0.053 0.159 -0.070 -0.667
N -0.421765 -0.301825 -0.959680 -0.331 0.045 0.265 -0.147
C -1.246846 -0.048987 0.065182 0.186 -0.172 -0.042 0.984
C -2.313549 -0.690854 0.617439 0.360 -0.053 -0.078 0.109
C -2.832129 -2.054675 0.320319 -0.241 0.404 -0.104 0.750
F -2.728776 -2.390752 -0.973284 0.002 0.078 -0.146 -0.262
F -4.116856 -2.195297 0.670487 -0.200 0.071 0.006 -0.313
F -2.147258 -2.973333 1.015149 0.275 -0.351 0.174 -0.220
C -2.949076 0.280891 1.520382 -0.749 0.158 -0.916 -0.065
O -4.113954 0.495863 1.671770 0.506 -0.310 0.848 -0.511
O -1.969313 1.185597 1.938350 0.088 0.371 -0.658 -0.245
C -0.929749 1.080748 1.032655 0.503 -0.409 0.867 0.083
O 0.131618 1.593790 1.197133 -0.649 0.309 -0.445 -0.437
H 4.291685 -1.587792 0.240466 -0.038 0.140 0.119 0.301
H 3.444874 -1.384453 1.795151 0.166 -0.007 -0.117 0.338
H 3.177265 -0.217708 0.474549 0.111 -0.167 0.185 0.173
H 1.386671 -2.169988 0.926403 0.001 0.176 -0.136 0.204
H 2.538215 -3.135721 0.029991 -0.184 0.071 0.214 0.308
H 2.066974 -2.196976 -1.988523 0.131 0.135 0.052 0.471
H 2.004235 -0.554612 -1.321745 0.012 -0.169 -0.125 0.138
H -0.295194 -2.337429 -0.612008 0.064 -0.024 -0.260 0.320
H -0.142483 -1.880310 -2.330769 -0.187 0.003 0.118 0.358
H 0.008727 0.506671 -1.390390 0.412 -0.108 0.444 0.245
O 3.676291 -4.285641 1.986391 0.020 -0.106 0.078 -0.574
H 3.595336 -5.210361 1.732237 0.001 0.007 -0.015 0.291
H 3.786943 -4.308788 2.942111 0.015 0.033 -0.004 0.284
O 2.645101 1.712635 -1.011407 0.066 0.168 -0.080 -0.545
H 2.072414 2.487598 -1.094897 -0.191 -0.009 -0.032 0.289
H 3.273889 1.947136 -0.322075 0.003 -0.054 0.005 0.310
O 0.603067 3.719724 -1.747111 0.074 -0.318 0.042 -0.645
H -0.121496 3.871970 -1.132421 0.057 0.094 0.048 0.252
H 0.169507 3.669249 -2.607626 0.003 0.252 -0.018 0.314
O 2.827690 4.445681 -3.915876 -0.057 -0.013 0.021 -0.635
H 2.502224 5.346221 -3.823656 -0.003 -0.006 0.000 0.320
H 2.618943 4.031210 -3.071311 0.031 0.000 0.006 0.319
O -1.506853 5.036723 -3.324406 -0.117 -0.123 -0.055 -0.589
H -1.995641 5.796421 -2.992653 0.061 0.022 0.027 0.293
H -2.092299 4.637667 -3.976487 0.014 0.030 -0.025 0.310
O -4.534251 -4.894922 2.245552 -0.007 0.015 0.014 -0.642
H -3.975285 -4.652377 2.989725 -0.003 -0.017 -0.006 0.310
H -4.588026 -4.093481 1.714850 -0.016 -0.035 0.012 0.341
O -2.699575 2.844742 4.512523 -0.068 0.037 -0.005 -0.628
H -3.555845 2.852225 4.950292 0.006 0.001 0.001 0.308
H -2.893575 2.608080 3.599244 0.067 -0.066 0.007 0.334


[4]
22
Properties=species:S:1:pos:R:3:forces:R:3:mulliken_charge:R:1 method="wB97M-V/def2-TZVPD" energy_ha=-400.45305 multiplicity=1 largest_force_ev_per_a=6.62
H 2.586077 -1.071578 -1.450599 0.698 0.522 1.359 0.269
N 3.175055 -0.582660 -0.710264 -2.649 2.178 0.786 -0.679
C 2.400419 0.314057 -0.102973 1.859 0.000 -0.269 0.180
N 1.034069 0.436998 -0.237293 4.493 3.945 -2.837 -0.242
C 0.091582 1.189188 0.545160 0.338 -1.769 0.206 -0.572
C -0.817821 2.238448 0.011107 -3.161 1.146 -0.332 -1.155
C 0.078410 -0.353020 0.165400 -4.439 -1.459 1.299 0.922
C 0.503560 -1.434557 1.225636 -1.122 -1.167 -3.213 -1.317
C -1.035985 -0.591332 -0.898112 -2.261 -1.773 -0.818 -0.674
N -2.218694 -1.148275 -0.074988 -1.700 -1.654 -4.087 -0.681
H 2.758951 1.193563 0.612822 0.134 -2.159 -1.521 0.293
H 0.441547 1.512676 1.518398 0.187 -0.701 0.343 0.516
H -0.154169 3.127969 -0.391016 -1.881 -1.406 0.939 0.268
H -1.565131 2.448140 0.961318 2.203 0.354 -2.244 0.289
H -1.704974 1.931195 -0.774520 2.856 0.674 1.555 0.208
H 1.204742 -2.121635 0.615478 -1.512 0.270 0.699 0.301
H -0.444502 -1.971982 1.614006 2.114 0.951 -0.053 0.369
H 1.298055 -1.013066 1.813136 -0.517 0.459 1.308 0.391
H -0.881737 -1.299881 -1.756672 1.098 -0.019 1.173 0.359
H -1.526559 0.175100 -1.633051 1.785 -0.070 2.193 0.365
H -3.119929 -0.597000 -0.719356 2.868 -3.209 2.616 0.314
H -2.102961 -2.382340 -0.333622 -1.392 4.888 0.900 0.274